Entry 1:
Here is a cluster of 8 separate species, C38H95O22P3 in total from the OMol25 dataset. Energies are from the ωB97M-V functional and the def2-TZVPD basis.

## Properties
SMILES: CCOP(=O)(OCC)OCC.CCOP(=O)(OCC)OCC.CCOP(=O)(OCC)OCC.COCCOC.COCCOC.COCCOC.COCCOC.COCCOC
Energy in eV: -113857.540
F_max in eV/A: 3.83
Frontier orbital gap in hartree: 0.359

Last column: Mulliken charge in e.
Element x y z (Å)
1 C -12.451 -26.342 -16.622  -1.3867
2 C -13.129 -25.132 -15.948  0.9423
3 O -14.468 -25.208 -16.423  0.0839
4 P -15.309 -24.037 -17.094  0.4438
5 O -14.553 -22.745 -17.148  -0.5385
6 O -15.812 -24.589 -18.515  -0.3651
7 C -15.295 -24.185 -19.747  -0.1950
8 C -13.996 -24.932 -20.041  -0.9983
9 O -16.660 -24.053 -16.210  -0.3202
10 C -16.843 -23.159 -15.133  -0.7679
11 C -15.956 -23.451 -14.001  0.2320
12 H -12.122 -26.171 -17.647  0.3245
13 H -11.586 -26.660 -16.041  0.2209
14 H -13.027 -27.257 -16.757  0.2573
15 H -13.063 -25.275 -14.869  -0.6315
16 H -12.692 -24.255 -16.425  0.5024
17 H -15.995 -24.529 -20.508  0.2899
18 H -15.264 -23.095 -19.744  0.2769
19 H -13.665 -24.887 -21.078  0.4565
20 H -13.183 -24.519 -19.444  0.1851
21 H -14.093 -25.999 -19.840  0.2489
22 H -16.510 -22.189 -15.504  0.2853
23 H -17.915 -23.050 -14.971  0.3330
24 H -14.900 -23.518 -14.264  -0.0776
25 H -16.172 -22.677 -13.265  0.4125
26 H -16.340 -24.423 -13.692  -0.2252
27 C -14.210 -13.786 -13.334  -1.3254
28 C -14.248 -15.232 -13.716  0.0129
29 O -13.265 -15.649 -14.657  -0.2445
30 P -12.085 -16.687 -14.390  1.0263
31 O -12.429 -17.589 -13.261  -0.5981
32 O -11.698 -17.408 -15.796  -0.3959
33 C -11.320 -18.778 -15.839  -0.1977
34 C -12.482 -19.623 -16.468  -0.8473
35 O -10.790 -15.714 -14.071  -0.4484
36 C -9.832 -15.299 -15.019  -0.1381
37 C -10.306 -13.921 -15.500  -1.0199
38 H -14.133 -13.133 -14.203  0.2903
39 H -15.096 -13.456 -12.790  0.3941
40 H -13.316 -13.720 -12.714  0.3021
41 H -14.161 -15.887 -12.849  0.3259
42 H -15.214 -15.579 -14.085  0.2029
43 H -10.366 -18.769 -16.365  0.4224
44 H -11.179 -19.241 -14.862  0.1699
45 H -12.184 -20.645 -16.702  0.3887
46 H -13.393 -19.774 -15.888  -0.1280
47 H -12.892 -19.145 -17.358  0.4778
48 H -8.879 -15.237 -14.494  0.3239
49 H -9.683 -16.000 -15.840  0.1881
50 H -9.691 -13.558 -16.323  0.3738
51 H -11.326 -13.869 -15.882  0.2300
52 H -10.336 -13.172 -14.708  0.2954
53 C -10.504 -22.670 -3.543  -1.3997
54 C -10.929 -23.297 -4.869  0.0713
55 O -11.570 -22.230 -5.534  -0.3425
56 P -11.897 -22.448 -7.116  0.6581
57 O -13.157 -23.183 -7.395  -0.4629
58 O -11.838 -20.952 -7.734  -0.4456
59 C -12.383 -20.698 -9.013  0.4919
60 C -13.045 -19.322 -8.825  -1.5057
61 O -10.582 -23.182 -7.791  -0.4002
62 C -10.675 -23.954 -8.943  0.7815
63 C -10.768 -25.380 -8.522  -0.5916
64 H -11.381 -22.250 -3.052  0.3125
65 H -10.002 -23.403 -2.912  0.4087
66 H -9.773 -21.892 -3.762  0.3387
67 H -10.063 -23.714 -5.384  0.2943
68 H -11.632 -24.108 -4.677  0.2186
69 H -11.676 -20.750 -9.841  0.2360
70 H -13.169 -21.414 -9.255  -0.0237
71 H -13.767 -19.112 -9.614  0.3634
72 H -13.546 -19.213 -7.863  0.3755
73 H -12.233 -18.605 -8.703  0.3496
74 H -11.587 -23.671 -9.468  -0.3678
75 H -9.776 -23.800 -9.540  0.3014
76 H -9.794 -25.574 -8.073  0.4220
77 H -11.550 -25.516 -7.774  -0.0680
78 H -11.001 -25.964 -9.413  -0.0864
79 C -21.159 -15.998 -16.660  -0.7213
80 O -19.894 -16.622 -16.847  -0.3228
81 C -19.187 -17.070 -15.650  -0.4300
82 C -17.833 -17.615 -16.030  -0.4298
83 O -16.949 -17.608 -14.954  -0.3898
84 C -15.688 -18.157 -15.367  -0.5104
85 H -21.306 -15.308 -17.491  0.2374
86 H -21.269 -15.457 -15.720  0.3135
87 H -21.904 -16.794 -16.664  0.2729
88 H -19.820 -17.796 -15.140  0.2899
89 H -19.044 -16.268 -14.925  0.3095
90 H -17.484 -17.129 -16.941  0.3632
91 H -17.924 -18.604 -16.478  0.2425
92 H -15.244 -17.579 -16.178  0.3763
93 H -15.933 -19.159 -15.719  0.2560
94 H -14.999 -18.305 -14.536  0.1391
95 C -13.084 -28.689 -13.440  -0.8814
96 O -14.286 -27.949 -13.702  0.3533
97 C -15.130 -28.505 -14.696  -0.7591
98 C -16.416 -27.664 -14.789  -0.2686
99 O -17.391 -27.805 -13.719  -0.5063
100 C -17.092 -27.568 -12.337  -0.0050
101 H -13.346 -29.747 -13.417  0.4167
102 H -12.572 -28.514 -12.494  0.1043
103 H -12.361 -28.450 -14.220  0.1687
104 H -15.386 -29.529 -14.427  0.4602
105 H -14.600 -28.607 -15.643  0.4940
106 H -16.994 -27.879 -15.688  0.3264
107 H -16.135 -26.618 -14.906  -0.0324
108 H -17.918 -27.859 -11.688  0.1928
109 H -16.820 -26.522 -12.195  0.0739
110 H -16.236 -28.215 -12.144  -0.0589
111 C -15.043 -29.270 -9.385  -0.5573
112 O -16.335 -28.689 -9.470  -0.2042
113 C -16.953 -28.339 -8.179  -0.6714
114 C -16.363 -27.059 -7.540  -0.3157
115 O -14.963 -27.055 -7.200  -0.3775
116 C -14.577 -25.802 -6.683  -0.7160
117 H -15.208 -30.194 -8.831  0.3530
118 H -14.270 -28.666 -8.909  0.2149
119 H -14.749 -29.520 -10.404  0.0832
120 H -16.812 -29.204 -7.530  0.3624
121 H -18.019 -28.242 -8.381  0.2946
122 H -16.843 -26.816 -6.592  0.4429
123 H -16.634 -26.258 -8.227  0.2370
124 H -15.056 -25.683 -5.711  0.4367
125 H -14.803 -24.929 -7.296  0.4107
126 H -13.515 -25.741 -6.445  0.0230
127 C -9.252 -23.488 -14.366  -0.6746
128 O -10.146 -24.545 -14.498  -0.2191
129 C -9.864 -25.742 -13.737  0.2915
130 C -9.679 -25.409 -12.245  -0.0955
131 O -8.473 -24.728 -11.880  -0.3070
132 C -7.288 -25.463 -12.084  -0.7515
133 H -9.339 -23.018 -13.387  0.2449
134 H -9.602 -22.747 -15.085  0.2184
135 H -8.225 -23.757 -14.615  0.2806
136 H -8.971 -26.134 -14.224  0.4373
137 H -10.706 -26.432 -13.776  -0.4502
138 H -9.847 -26.350 -11.721  0.5114
139 H -10.518 -24.756 -12.005  -0.3355
140 H -7.278 -25.845 -13.104  0.3139
141 H -7.170 -26.317 -11.416  0.2768
142 H -6.512 -24.759 -11.782  0.2625
143 C -12.931 -20.950 -13.337  -0.3077
144 O -13.736 -21.854 -12.506  -0.6587
145 C -12.995 -23.009 -12.111  -0.0439
146 C -13.894 -24.050 -11.418  -0.4366
147 O -12.980 -25.164 -11.107  0.5719
148 C -13.572 -26.327 -10.602  -0.8868
149 H -11.975 -20.799 -12.835  0.3192
150 H -13.322 -19.957 -13.558  0.0066
151 H -12.744 -21.370 -14.326  0.1915
152 H -12.126 -22.741 -11.509  0.6046
153 H -12.576 -23.532 -12.971  -0.1063
154 H -14.664 -24.319 -12.141  -0.1556
155 H -14.302 -23.617 -10.505  0.3017
156 H -14.476 -26.614 -11.139  -0.0287
157 H -13.585 -26.311 -9.512  0.2712
158 H -12.898 -27.172 -10.745  0.2639

=====

Entry 2:
Here is a structure of composition C38H98AsF6N6O10 from the OMol25 dataset. Energies are from the ωB97M-V functional and the def2-TZVPD basis.

## Properties
Total charge: -1
Energy in eV: -147552.350
F_max in eV/A: 2.41
Frontier orbital gap in hartree: 0.283

Last column: Mulliken charge in e.
Element x y z (Å)
1 As -0.403 0.639 -0.659  2.2293
2 F -2.204 0.557 -0.715  -0.4676
3 F -0.617 2.316 -0.159  -0.2877
4 F 1.342 0.864 -0.663  -0.5271
5 F -0.190 -1.073 -1.062  -0.6689
6 F -0.502 1.110 -2.383  -0.1429
7 F -0.334 0.231 1.065  -0.5009
8 C 6.422 0.009 -5.799  -1.9342
9 C 6.166 0.001 -4.245  1.6337
10 C 4.710 0.561 -4.083  -1.2963
11 C 4.113 0.345 -2.675  -0.0617
12 C 4.121 -1.157 -2.403  -0.8158
13 C 5.506 -1.838 -2.524  1.7743
14 N 6.161 -1.373 -3.754  0.1817
15 O 7.297 -2.059 -4.050  -0.4568
16 C 6.287 -1.608 -1.180  -1.7490
17 C 5.375 -3.383 -2.590  -1.9051
18 C 7.094 0.943 -3.513  -1.7498
19 H 6.215 0.980 -6.248  0.3849
20 H 5.756 -0.714 -6.271  0.4303
21 H 7.441 -0.287 -6.048  0.4031
22 H 4.710 1.633 -4.287  0.5019
23 H 4.061 0.067 -4.808  0.3249
24 H 3.074 0.674 -2.687  -0.0389
25 H 4.669 0.949 -1.958  0.3023
26 H 3.312 -1.685 -2.906  0.2265
27 H 3.908 -1.195 -1.332  -0.0370
28 H 6.606 -0.564 -1.126  0.3399
29 H 5.751 -1.842 -0.263  0.3648
30 H 7.244 -2.132 -1.229  0.4720
31 H 5.034 -3.639 -3.598  0.5105
32 H 6.328 -3.910 -2.567  0.3276
33 H 4.562 -3.733 -1.956  0.3754
34 H 7.213 1.866 -4.076  0.4393
35 H 8.045 0.410 -3.411  0.3393
36 H 6.839 1.090 -2.463  0.3191
37 H 7.924 -1.721 -3.392  0.3630
38 C 4.672 0.402 5.636  -1.8628
39 C 3.200 0.529 5.256  1.6115
40 C 2.957 1.517 4.085  -1.1130
41 C 3.269 1.002 2.677  -0.9672
42 C 2.490 -0.312 2.526  0.3542
43 C 2.742 -1.404 3.633  1.4113
44 N 2.553 -0.767 4.933  1.0826
45 O 2.612 -1.649 6.002  -0.6039
46 C 1.601 -2.426 3.421  -1.8119
47 C 4.058 -2.142 3.438  -1.9559
48 C 2.519 1.158 6.467  -1.9571
49 H 4.868 -0.346 6.406  0.3728
50 H 5.164 1.334 5.918  0.4536
51 H 5.321 -0.001 4.854  0.3247
52 H 2.007 2.051 4.103  0.1677
53 H 3.735 2.268 4.252  0.5158
54 H 4.345 0.835 2.595  0.4106
55 H 2.935 1.698 1.909  0.4938
56 H 2.754 -0.603 1.507  0.2006
57 H 1.419 -0.113 2.544  -0.8791
58 H 1.800 -2.970 2.495  0.3947
59 H 1.496 -3.260 4.119  0.4095
60 H 0.587 -2.026 3.389  0.3219
61 H 4.863 -1.406 3.460  0.3502
62 H 4.213 -2.911 4.194  0.3543
63 H 4.071 -2.580 2.440  0.3741
64 H 1.429 1.160 6.418  0.3087
65 H 2.878 2.179 6.607  0.4307
66 H 2.750 0.697 7.430  0.3798
67 H 1.698 -1.681 6.298  0.3418
68 C 0.308 0.867 -5.546  -0.7873
69 O -0.972 0.934 -4.950  -0.6189
70 H 0.611 1.867 -5.859  0.3285
71 H 1.043 0.401 -4.886  0.1989
72 H 0.173 0.166 -6.371  0.3552
73 H -0.858 1.203 -4.027  0.3618
74 C 0.516 4.028 -2.407  0.7711
75 O 1.322 5.065 -2.932  -0.5986
76 H 1.090 3.249 -1.899  -0.0960
77 H -0.232 4.427 -1.723  -0.4052
78 H 0.035 3.463 -3.204  -0.0501
79 H 1.516 5.728 -2.268  0.3118
80 C -4.551 -2.876 -1.247  -0.7886
81 O -4.194 -1.518 -1.201  -0.2192
82 H -4.775 -3.390 -0.313  0.1124
83 H -5.363 -3.043 -1.962  0.3438
84 H -3.691 -3.401 -1.678  0.2759
85 H -3.717 -1.352 -2.032  0.2872
86 C -0.065 4.059 2.347  -0.5276
87 O -1.432 3.741 2.555  -0.2531
88 H 0.389 4.351 3.296  0.3503
89 H 0.433 3.189 1.924  -0.0502
90 H 0.020 4.884 1.636  0.2662
91 H -1.753 4.241 3.309  0.1838
92 C -6.649 -3.273 3.978  -1.6352
93 C -5.802 -2.285 3.104  0.8893
94 C -4.404 -2.801 2.779  -1.1269
95 O -3.750 -1.958 1.849  0.0383
96 C -2.567 -2.510 1.344  0.2122
97 N -6.576 -1.984 1.870  -0.5788
98 H -6.294 -3.434 4.997  0.3692
99 H -6.719 -4.247 3.488  0.3768
100 H -7.662 -2.875 4.031  0.4563
101 H -5.673 -1.402 3.733  -0.3207
102 H -4.505 -3.803 2.345  0.6676
103 H -3.735 -2.850 3.644  0.2809
104 H -2.399 -2.092 0.350  -0.2795
105 H -2.443 -3.591 1.426  0.5209
106 H -1.691 -2.057 1.827  -0.5392
107 H -6.672 -2.890 1.417  0.2754
108 H -7.487 -1.907 2.312  0.3362
109 C -3.554 -2.550 -4.999  -1.6460
110 C -2.297 -2.533 -4.118  0.5218
111 C -1.030 -2.493 -4.985  -0.5089
112 O -0.883 -3.847 -5.425  -0.3756
113 C 0.146 -3.998 -6.410  -0.7823
114 N -2.396 -1.312 -3.303  0.2930
115 H -3.595 -3.400 -5.687  0.4371
116 H -3.704 -1.724 -5.696  0.3308
117 H -4.456 -2.726 -4.411  0.2892
118 H -2.280 -3.392 -3.449  0.3583
119 H -0.146 -2.349 -4.357  0.3518
120 H -1.050 -1.731 -5.765  0.2922
121 H 1.096 -3.496 -6.206  0.2756
122 H -0.177 -3.523 -7.341  0.3162
123 H 0.349 -5.061 -6.524  0.2668
124 H -2.384 -0.508 -3.920  -0.0367
125 H -1.526 -1.185 -2.798  -0.4067
126 C -1.064 0.435 4.400  -1.0632
127 C -2.496 0.565 3.867  1.8128
128 C -3.479 1.278 4.779  -1.3252
129 O -4.795 1.298 4.185  -0.1206
130 C -5.709 1.728 5.177  -0.9412
131 N -2.556 0.959 2.446  0.1865
132 H -0.516 1.380 4.434  0.1144
133 H -0.485 -0.284 3.824  -0.3669
134 H -1.103 0.058 5.427  0.6415
135 H -2.812 -0.484 3.879  -0.4353
136 H -3.081 2.294 4.879  0.3205
137 H -3.437 0.793 5.757  0.4110
138 H -6.628 1.932 4.631  0.2438
139 H -5.337 2.631 5.670  0.3125
140 H -5.835 1.009 5.992  0.3320
141 H -1.789 0.430 2.026  -0.0072
142 H -2.151 1.895 2.429  -0.1720
143 C -3.265 5.511 -0.472  -1.2340
144 C -4.142 4.265 -0.429  0.5003
145 C -4.268 3.544 -1.801  -0.7142
146 O -4.980 2.326 -1.670  -0.2837
147 C -5.154 1.618 -2.885  -0.4731
148 N -3.770 3.408 0.693  -0.1740
149 H -3.666 6.160 -1.254  0.4086
150 H -2.208 5.259 -0.583  -0.0175
151 H -3.187 6.104 0.443  0.4071
152 H -5.146 4.608 -0.166  0.3275
153 H -3.323 3.350 -2.317  0.1753
154 H -4.823 4.284 -2.387  0.3974
155 H -5.410 0.572 -2.728  0.1171
156 H -4.186 1.562 -3.396  0.0852
157 H -5.789 2.215 -3.545  0.3974
158 H -2.787 3.169 0.592  -0.2641
159 H -3.602 4.065 1.449  0.2112